[1]
A molecular structure, C35H48AsMgN5O4. Source: the OMol25 dataset; level of theory: ωB97M-V with the def2-TZVPD basis set.

Atoms and positions in Å:
Mg -0.06 -0.48 1.97
N 1.00 -4.15 3.68
C 1.77 -3.07 3.08
C 2.73 -2.46 4.09
C 3.18 -1.10 3.55
N 2.02 -0.22 3.43
C 3.84 -1.27 2.17
C 2.95 -2.03 1.19
N 1.77 -1.25 0.89
C 2.54 -3.38 1.80
H -0.01 -3.14 4.75
H 1.60 -4.90 4.00
H 0.35 -4.53 3.00
H 1.05 -2.31 2.80
H 3.60 -3.11 4.23
H 2.24 -2.33 5.06
H 3.93 -0.67 4.24
H 2.31 0.69 3.09
H 1.61 -0.07 4.35
H 4.78 -1.81 2.30
H 4.07 -0.28 1.76
H 3.54 -2.22 0.27
H 1.21 -1.74 0.19
H 2.04 -0.36 0.46
H 3.43 -3.99 2.00
H 1.90 -3.92 1.09
O -0.33 -2.26 5.13
C -0.81 -1.49 4.20
O -1.00 -1.90 3.06
C -0.90 0.04 4.48
O -1.12 0.45 5.60
O -0.60 0.66 3.43
C -0.53 7.40 -1.81
C -0.29 5.94 -1.60
C -0.21 5.05 -2.66
C 0.01 3.69 -2.47
C 0.14 2.83 -3.70
C 0.12 3.18 -1.17
As 0.56 1.30 -0.62
N -0.74 0.59 0.46
C -2.02 1.02 0.67
C -2.89 0.19 1.40
C -4.17 0.59 1.72
C -4.66 1.82 1.31
C -3.84 2.63 0.53
C -2.56 2.24 0.21
C 0.35 0.12 -2.24
C -0.88 -0.29 -2.76
C -2.18 0.31 -2.31
C -0.94 -1.25 -3.77
C 0.20 -1.87 -4.25
C 0.12 -2.92 -5.32
C 1.42 -1.46 -3.74
C 1.50 -0.48 -2.76
C 2.89 -0.02 -2.40
C 0.11 4.09 -0.09
C 0.29 3.62 1.32
C -0.10 5.44 -0.32
H -0.57 7.64 -2.87
H 0.26 7.99 -1.35
H -1.48 7.69 -1.36
H -0.33 5.43 -3.67
H 0.24 3.45 -4.58
H -0.73 2.19 -3.83
H 1.02 2.19 -3.62
H -2.54 -0.79 1.69
H -4.81 -0.08 2.29
H -5.66 2.14 1.57
H -4.20 3.58 0.17
H -1.97 2.89 -0.41
H -2.05 1.36 -2.05
H -2.55 -0.21 -1.43
H -2.93 0.22 -3.10
H -1.90 -1.51 -4.19
H -0.91 -3.05 -5.66
H 0.49 -3.88 -4.95
H 0.73 -2.64 -6.18
H 2.33 -1.91 -4.12
H 3.61 -0.82 -2.54
H 2.96 0.35 -1.37
H 3.17 0.81 -3.05
H 1.10 2.89 1.39
H -0.62 3.13 1.67
H 0.50 4.46 1.98
H -0.12 6.12 0.52
C -2.31 -4.02 -2.08
C -2.47 -4.05 -0.56
C -1.39 -3.33 0.06
N -0.49 -2.76 0.47
H -3.23 -4.34 -2.56
H -1.51 -4.68 -2.40
H -2.07 -3.01 -2.40
H -2.46 -5.08 -0.19
H -3.41 -3.58 -0.24

Summary:
highest occupied orbital energy	-6.5585	eV
net charge	0
orbital gap	6.7572	eV
F_max	1.05	eV Å⁻¹
energy relative to the best compared isomer or geometry (same formula, charge and spin)	10.1	kcal/mol
electronic energy	-119002.4492	eV

=====

[2]
A molecular structure, C35H48BCl3GeMnN6OS4. Source: the OMol25 dataset; level of theory: ωB97M-V with the def2-TZVPD basis set.

Atoms and positions in Å:
Mn -0.11 0.64 0.13
C 1.84 -4.79 -2.46
C 1.85 -3.65 -1.44
C 2.36 -2.38 -2.12
C 2.73 -4.06 -0.26
N 0.43 -3.43 -0.96
C -0.67 -4.14 -1.41
C -1.75 -3.67 -0.76
N -1.33 -2.65 0.08
B -2.40 -2.02 1.03
N -3.40 -1.13 0.13
C -4.74 -1.39 0.27
C -5.36 -1.12 -0.89
N -4.41 -0.68 -1.79
C -3.24 -0.65 -1.11
S -1.75 0.08 -1.75
C -4.65 -0.74 -3.30
C -6.13 -1.02 -3.55
C -3.81 -1.90 -3.83
C -4.29 0.56 -4.01
N -1.86 -1.40 2.32
C -1.52 -2.27 3.34
C -0.99 -1.53 4.34
N -1.02 -0.21 3.94
C -1.55 -0.16 2.70
S -1.78 1.27 1.74
C -0.50 0.94 4.77
C 0.68 1.58 4.06
C -1.64 1.93 5.02
C -0.02 0.39 6.12
C 0.00 -2.52 -0.06
S 0.99 -1.39 0.79
H 2.87 -4.94 -2.79
H 1.25 -4.55 -3.34
H 1.49 -5.73 -2.02
H 3.36 -2.57 -2.52
H 2.43 -1.56 -1.42
H 1.71 -2.11 -2.95
H 3.72 -4.31 -0.63
H 2.32 -4.94 0.24
H 2.83 -3.26 0.48
H -0.59 -4.94 -2.12
H -2.77 -4.00 -0.79
H -3.10 -2.93 1.37
H -5.12 -1.81 1.18
H -6.39 -1.23 -1.16
H -6.44 -1.99 -3.16
H -6.28 -1.04 -4.63
H -6.77 -0.24 -3.14
H -4.07 -2.83 -3.31
H -2.74 -1.72 -3.72
H -4.02 -2.04 -4.89
H -4.87 1.40 -3.63
H -4.52 0.44 -5.06
H -3.23 0.79 -3.95
H -1.69 -3.33 3.27
H -0.63 -1.85 5.30
H 0.39 2.09 3.14
H 1.44 0.83 3.83
H 1.13 2.32 4.73
H -2.00 2.38 4.10
H -1.27 2.72 5.67
H -2.47 1.43 5.52
H 0.81 -0.30 6.01
H -0.83 -0.08 6.68
H 0.33 1.24 6.71
O 1.38 1.81 -0.52
S 2.19 2.45 -1.64
C 3.36 1.20 -2.23
C 4.41 0.65 -1.30
C 5.69 0.44 -1.80
C 6.67 -0.13 -1.00
C 6.38 -0.49 0.31
C 5.11 -0.28 0.82
C 4.12 0.29 0.02
C 3.27 3.60 -0.77
C 2.41 4.53 0.02
C 2.22 4.33 1.38
C 1.39 5.17 2.10
C 0.73 6.22 1.47
C 0.91 6.42 0.11
C 1.75 5.58 -0.62
H 3.81 1.69 -3.10
H 2.70 0.42 -2.61
H 5.93 0.73 -2.81
H 7.66 -0.28 -1.40
H 7.15 -0.93 0.93
H 4.88 -0.55 1.84
H 3.13 0.44 0.42
H 3.84 4.11 -1.55
H 3.95 3.01 -0.15
H 2.74 3.52 1.88
H 1.27 5.03 3.17
H 0.09 6.88 2.03
H 0.41 7.24 -0.39
H 1.89 5.75 -1.68
Cl -1.78 2.96 -3.66
Ge -2.35 2.27 -1.72
Cl -4.37 2.56 -1.20
Cl -1.22 3.53 -0.43

Summary:
highest occupied orbital energy (spin up / spin down)	-13.0747 / -13.3051	eV
net charge	+2
spin multiplicity	6
orbital gap (spin up / spin down)	7.2712 / 7.5060	eV
F_max	1.07	eV Å⁻¹
energy relative to the best compared isomer or geometry (same formula, charge and spin)	0.1	kcal/mol
electronic energy	-217480.1116	eV
expectation value of S²	8.7580

=====

[3]
7 unconnected molecules or ions with the total composition C35H48BrFN7O2. Source: the OMol25 dataset; level of theory: ωB97M-V with the def2-TZVPD basis set.

Atoms and positions in Å:
C -3.15 2.76 1.21
C -1.58 2.39 1.64
C -1.38 3.16 3.12
C -1.39 0.80 1.95
C 0.08 0.19 1.46
F -0.08 -1.31 1.60
C 1.34 0.67 2.40
C 2.69 -0.29 2.27
O 2.89 -1.22 1.34
Br 4.12 0.08 3.67
C 0.20 0.62 -0.12
C -0.16 2.18 -0.45
C -1.21 2.36 -1.73
C 1.26 2.87 -1.00
N -0.62 3.03 0.70
O 0.33 3.78 1.26
H -3.87 2.02 1.77
H -3.32 3.87 1.56
H -3.32 2.74 0.05
H -0.34 2.88 3.62
H -2.19 2.65 3.83
H -1.56 4.31 3.05
H -2.19 0.23 1.27
H -1.62 0.48 3.06
H 1.73 1.76 2.15
H 0.97 0.71 3.52
H 1.25 0.28 -0.58
H -0.60 -0.05 -0.70
H -2.13 1.65 -1.56
H -1.47 3.50 -1.80
H -0.62 1.96 -2.69
H 2.16 2.68 -0.24
H 1.13 4.01 -1.24
H 1.55 2.23 -1.96
N -1.25 1.72 -5.88
C 0.06 1.31 -5.91
C 0.17 0.33 -6.86
C -1.11 0.14 -7.43
C -1.97 1.02 -6.80
H -1.63 2.43 -5.26
H 0.79 1.76 -5.25
H 1.08 -0.20 -7.12
H -1.38 -0.56 -8.21
H -3.03 1.20 -6.94
N -0.94 -2.61 -5.84
C 0.25 -3.23 -5.53
C -0.04 -4.43 -4.93
C -1.45 -4.56 -4.88
C -1.98 -3.42 -5.45
H -1.03 -1.71 -6.28
H 1.19 -2.75 -5.76
H 0.69 -5.15 -4.57
H -2.02 -5.38 -4.47
H -3.01 -3.12 -5.61
N 1.86 -4.14 -0.29
C 3.17 -4.55 -0.33
C 3.28 -5.53 -1.28
C 2.00 -5.72 -1.85
C 1.14 -4.84 -1.22
H 1.48 -3.43 0.32
H 3.90 -4.11 0.33
H 4.19 -6.06 -1.54
H 1.73 -6.42 -2.63
H 0.08 -4.66 -1.36
N 6.79 2.42 1.48
C 7.43 3.64 1.47
C 7.00 4.35 2.57
C 6.08 3.54 3.27
C 5.97 2.35 2.58
H 6.91 1.69 0.79
H 8.12 3.89 0.69
H 7.31 5.35 2.83
H 5.55 3.79 4.18
H 5.38 1.46 2.77
N -6.19 0.04 -0.33
C -5.01 -0.57 -0.02
C -5.29 -1.78 0.58
C -6.70 -1.90 0.63
C -7.23 -0.76 0.06
H -6.29 0.95 -0.77
H -4.06 -0.09 -0.25
H -4.57 -2.49 0.94
H -7.27 -2.73 1.03
H -8.26 -0.46 -0.10
N -0.21 -0.80 6.08
C 0.28 0.35 6.63
C 0.29 0.21 8.00
C -0.21 -1.08 8.28
C -0.51 -1.69 7.08
H -0.33 -0.97 5.09
H 0.59 1.18 6.00
H 0.62 0.95 8.71
H -0.35 -1.53 9.26
H -0.91 -2.66 6.86

Summary:
highest occupied orbital energy (spin up / spin down)	-7.7751 / -7.7751	eV
net charge	0
spin multiplicity	2
orbital gap (spin up / spin down)	7.3258 / 7.0508	eV
F_max	9.23	eV Å⁻¹
electronic energy	-124349.8845	eV
expectation value of S²	0.7546

=====

What is the F_max in the first record? 1.05 eV Å⁻¹

=====

What is the formula in the first record? C35H48AsMgN5O4

=====

Which of these has the lowest F_max? C35H48AsMgN5O4